(1)
The following is a DFT calculation (ωB97M-V/def2-TZVPD) of a cluster of 12 separate species, C49H83ClF2N13O3 in total.

The geometry in XYZ format:
```
151
Properties=species:S:1:pos:R:3:forces:R:3:lowdin_charge:R:1
Cl 2.436 2.490 -0.835 -1.374 -1.118 0.361 0.539
F -1.948 0.351 -0.246 1.438 -2.265 0.216 -0.069
F 3.159 -2.929 3.161 -0.632 2.149 -1.838 -0.154
O -6.246 1.747 -2.054 6.409 -1.987 5.579 -0.015
O -4.910 0.215 -0.607 0.980 2.714 -2.679 -0.118
O -0.452 1.438 5.525 -2.238 -1.249 0.269 -0.163
N -3.601 1.526 4.649 -9.511 2.525 -2.506 0.123
N 1.850 0.367 9.286 1.976 6.365 -7.442 0.070
N -2.281 -4.286 4.915 6.093 1.329 7.791 0.083
N 4.609 -7.935 -3.903 2.286 6.367 -7.787 0.091
N -4.112 6.564 0.936 -0.030 2.435 -9.674 0.079
N 0.566 4.351 8.512 -8.568 -4.588 2.934 0.106
N 6.454 -1.189 0.740 0.736 -7.218 6.863 0.093
N 6.696 1.687 -4.639 0.800 -7.269 6.888 0.078
N -0.407 -1.269 1.862 -5.771 0.885 -0.229 0.009
N 1.654 2.406 -5.874 -0.073 -0.420 1.245 -0.060
N -3.545 8.794 -3.904 -3.789 -2.031 -9.561 0.099
N -7.505 6.304 -0.973 -5.416 -8.382 -1.243 0.098
N 4.911 -2.421 -6.151 2.042 6.428 -7.380 0.080
C -4.782 1.827 4.325 7.778 -1.945 2.117 -0.142
C 6.693 -3.191 2.656 -0.071 0.871 -0.814 -0.061
C 6.934 -0.315 -2.723 -0.089 0.902 -0.865 -0.091
C 6.804 0.779 -3.770 -0.725 5.936 -5.742 -0.210
C -1.711 -1.342 1.448 1.927 0.607 -2.084 0.163
C -4.123 6.881 -0.284 -0.028 -2.177 8.030 -0.213
C 0.136 2.504 0.788 -0.260 -0.552 -0.593 -0.141
C 2.420 2.154 7.233 -0.156 -0.756 0.853 -0.105
C 2.903 -1.785 2.209 1.140 -0.201 0.396 -0.120
C -8.192 5.257 -1.124 4.536 6.865 0.979 -0.196
C 0.941 1.484 -0.265 -0.891 1.209 1.618 -0.607
C -0.607 -3.958 7.111 -0.744 -0.172 -0.962 -0.064
C 1.696 0.312 -3.406 0.634 -1.371 -0.742 -0.215
C 1.019 -5.681 -0.613 -0.003 -0.459 -0.797 -0.203
C -5.208 1.549 -1.222 -4.264 1.939 -3.906 -0.253
C 0.738 -4.226 -1.374 -0.449 -1.485 -0.246 -0.190
C -1.778 -1.137 -0.174 -0.167 0.079 1.240 -0.216
C 2.609 -6.079 -0.572 -0.073 -0.144 -0.387 -0.257
C 0.622 -1.110 0.737 1.691 -3.428 -0.158 -0.226
C -1.776 3.088 9.320 1.055 0.580 -0.333 -0.070
C -4.030 8.506 -5.032 3.209 1.925 7.392 -0.154
C -1.522 -4.137 5.910 -4.945 -0.967 -6.494 -0.204
C 1.482 -1.097 -2.539 0.520 -0.573 -1.003 -0.177
C -4.138 7.264 -1.755 0.049 -0.435 1.558 -0.142
C -0.496 3.778 8.878 7.034 3.770 -2.425 -0.184
C -0.054 -1.340 -2.038 0.442 0.758 -1.333 -0.136
C 1.735 -2.250 1.179 1.111 -0.579 -0.397 -0.087
C -1.394 -0.478 4.206 -0.230 -1.044 -0.009 -0.161
C 6.562 -2.097 1.609 -0.662 5.889 -5.661 -0.196
C -0.281 -1.394 3.355 0.382 -0.428 2.949 -0.112
C 5.170 -1.610 -7.082 -1.692 -5.285 6.118 -0.195
C -4.197 3.135 0.716 0.444 -0.582 -0.922 -0.125
C -0.417 -3.422 -0.556 -0.676 -0.307 1.195 -0.140
C -0.773 -0.002 5.672 -0.352 -0.096 -0.783 -0.223
C -0.268 -1.777 -0.492 -2.280 1.378 -2.454 -0.221
C -3.075 -1.615 -1.038 -0.898 -0.909 0.697 -0.063
C 1.507 0.217 0.574 0.517 1.557 0.254 -0.144
C 1.760 -0.087 -5.019 0.724 1.466 0.019 -0.188
C 5.180 -6.148 -5.956 -0.226 -0.784 0.947 -0.082
C 5.482 -0.633 -8.204 -0.240 -0.764 0.914 -0.072
C 2.108 1.177 8.355 -1.717 -5.231 6.030 -0.221
C -4.615 8.158 -6.391 0.461 0.288 1.109 -0.070
C 2.997 -7.323 -1.594 0.354 -0.067 0.685 -0.177
C 4.868 -7.124 -4.834 -1.661 -5.365 6.059 -0.173
C -9.020 3.995 -1.306 0.670 1.008 0.131 -0.074
C 2.548 1.186 -5.763 -0.324 -0.458 0.627 -0.276
C -4.205 2.833 -0.915 0.196 -0.576 0.619 -0.130
C -6.206 2.189 3.935 1.125 -0.310 0.322 -0.051
C -4.025 -0.426 -1.635 -0.684 -1.080 -1.554 -0.167
H 2.753 0.778 -3.127 -2.496 -0.840 -0.490 0.091
H 4.577 -0.429 -8.783 0.089 -0.121 0.175 0.076
H 2.895 0.905 -6.846 -0.497 0.381 2.148 0.100
H 2.308 -2.519 0.165 -1.461 0.265 2.335 0.132
H 3.949 -1.583 1.675 -2.411 -0.572 1.097 0.110
H -6.578 2.989 4.582 0.203 -0.128 -0.049 0.088
H 2.881 -6.334 0.537 -0.310 0.352 -2.161 0.104
H -4.702 8.190 -1.894 0.147 -0.273 0.188 0.061
H -3.115 7.413 -2.111 -0.262 -0.028 0.282 0.049
H 0.644 2.133 -5.955 1.429 0.323 0.157 0.063
H -1.363 1.864 5.366 1.894 -0.778 0.313 0.075
H -2.357 -1.161 4.366 2.034 1.570 -0.335 0.112
H 0.882 3.038 1.527 -1.448 -1.095 -1.684 0.093
H 2.352 -1.092 -5.220 -1.320 2.050 0.532 0.096
H -6.233 2.530 2.896 0.173 -0.062 0.176 0.059
H 0.547 -5.707 0.458 0.952 0.217 -1.988 0.101
H -4.541 3.823 -1.453 0.248 -2.379 0.822 0.117
H 0.461 -6.525 -1.245 1.145 1.816 1.460 0.121
H 2.586 -8.369 -1.210 0.730 2.314 -0.739 0.088
H -5.209 3.668 0.972 2.146 -0.912 -0.348 0.079
H -3.462 0.373 -2.304 -0.882 -1.650 1.727 0.144
H 1.712 0.656 1.667 -0.412 -1.057 -2.349 0.144
H 0.674 -0.110 -5.460 2.027 -0.294 0.765 0.108
H 0.817 1.073 -3.270 1.812 -1.358 -0.005 0.095
H -0.599 1.833 1.422 1.307 1.447 -1.298 0.069
H 2.796 3.093 7.650 -0.144 -0.225 0.053 0.064
H -0.650 -0.346 -2.328 1.190 -2.064 0.961 0.121
H 3.179 1.730 6.570 -0.075 -0.083 0.200 0.071
H -1.543 -0.205 6.560 1.637 0.492 -2.020 0.136
H -4.790 -0.958 -2.383 1.786 0.993 1.579 0.157
H 6.241 -1.057 -8.867 -0.131 -0.038 0.191 0.078
H -1.433 -3.787 -1.069 2.075 1.391 1.158 0.137
H -5.663 7.867 -6.283 0.189 0.077 0.102 0.078
H 1.759 3.013 -5.017 -0.281 -1.061 -1.336 0.073
H 7.745 -0.074 -2.031 -0.170 0.054 -0.145 0.072
H 2.305 -1.231 -1.690 -1.934 0.489 -1.675 0.103
H -2.130 2.418 8.531 0.166 0.143 0.057 0.064
H -4.607 6.470 -2.342 -0.010 0.093 0.204 0.059
H 4.181 -7.407 -1.604 -2.689 0.142 -0.150 0.061
H -4.058 7.328 -6.835 -0.019 0.150 0.174 0.077
H 6.911 -4.147 2.171 -0.036 0.228 -0.038 0.083
H 2.603 -7.159 -2.701 0.886 -0.177 2.531 0.067
H 1.739 -3.676 -1.572 -1.859 -0.755 0.612 0.085
H -0.530 -2.170 -2.753 1.007 1.711 1.842 0.137
H 2.688 -0.857 2.876 0.167 -1.829 -1.141 0.111
H -1.592 2.504 10.226 0.106 0.133 -0.165 0.080
H -0.537 -3.794 0.573 0.521 0.506 -2.443 0.117
H 5.857 0.305 -7.787 -0.072 -0.197 0.095 0.076
H 5.759 -3.282 3.218 0.062 0.112 -0.175 0.062
H 0.399 -4.313 6.869 -0.209 0.021 -0.064 0.082
H 5.555 -5.209 -5.539 -0.122 -0.160 -0.004 0.054
H -3.754 -2.267 -0.305 1.329 1.363 -1.624 0.150
H -1.695 0.474 3.596 0.675 -1.880 1.171 0.085
H -2.549 3.833 9.528 0.217 -0.037 -0.066 0.078
H 6.001 -0.406 -2.161 0.161 0.106 -0.113 0.053
H -9.433 3.679 -0.344 0.102 0.163 -0.116 0.076
H 1.722 -1.964 -3.324 -0.419 1.830 1.852 0.111
H -4.553 9.024 -7.056 0.044 -0.090 0.213 0.080
H -2.813 -2.337 -1.941 -0.280 1.719 1.964 0.133
H -4.103 2.094 1.273 -0.130 2.262 -1.010 0.070
H -2.729 -1.495 1.996 2.535 0.238 -0.192 0.193
H 5.939 -6.571 -6.619 -0.134 -0.042 0.186 0.077
H 3.455 1.492 -5.063 -1.651 -0.786 -1.831 0.112
H -3.258 3.821 0.929 -2.226 -1.366 -0.181 0.078
H -3.125 2.562 -1.336 -2.258 0.405 1.134 0.115
H -9.841 4.185 -2.002 0.170 0.090 0.126 0.078
H 1.516 2.358 6.654 0.065 -0.105 0.230 0.039
H -0.484 3.297 0.147 1.418 -1.707 1.611 0.099
H 0.225 -0.580 5.894 -1.886 1.256 -0.337 0.122
H 4.275 -5.943 -6.534 0.110 -0.077 0.181 0.075
H 0.302 -4.527 -2.444 0.974 0.972 2.277 0.131
H -0.991 -4.528 7.961 -0.025 0.069 -0.217 0.084
H 3.271 -5.160 -0.909 -1.374 -1.710 0.777 0.100
H -0.454 -2.540 3.641 0.398 2.469 -0.761 0.140
H -6.855 1.316 4.041 0.223 0.068 0.039 0.084
H -0.555 -2.900 7.385 -0.080 -0.141 -0.100 0.067
H 7.504 -2.950 3.349 -0.108 0.074 -0.198 0.083
H 0.749 -1.101 3.817 -1.677 -0.481 -1.611 0.124
H 2.578 -0.025 0.102 -2.560 0.070 1.127 0.126
H 1.240 -3.218 1.673 1.074 2.159 -1.343 0.145
H 7.152 -1.271 -3.208 -0.055 0.220 -0.047 0.074
H 0.251 1.267 -1.174 1.602 0.194 1.670 0.079
H -8.393 3.193 -1.705 0.042 0.196 0.056 0.052
```
Forces are in eV/Å.

Energy = -95599.5619 eV
2S+1 = 1
Net charge = +1

---

(2)
The following is a DFT calculation (ωB97M-V/def2-TZVPD) of a cluster of 16 separate species, C49H83N17O2 in total.

The geometry in XYZ format:
```
151
Properties=species:S:1:pos:R:3:forces:R:3:lowdin_charge:R:1
O -3.383 3.120 0.166 0.583 0.119 -0.541 0.057
O -4.523 -1.689 -1.980 0.305 0.040 0.108 -0.193
N 2.661 4.207 7.588 -0.279 -0.048 -0.118 0.145
N 3.165 -4.713 5.733 0.082 0.013 -0.267 0.128
N -10.920 -8.253 -5.686 0.208 0.184 -0.106 0.136
N -6.067 -5.510 -5.176 -0.115 -0.066 0.433 0.131
N 12.122 4.378 -2.290 0.001 0.233 0.235 0.132
N 8.313 4.157 6.266 0.056 0.308 -0.014 0.141
N 11.973 5.534 4.462 0.060 -0.198 0.166 0.116
N 4.180 -0.773 5.103 0.036 -0.026 -0.215 -0.002
N 6.650 4.855 -1.586 0.240 -0.151 -0.074 0.133
N -15.146 -8.721 -1.956 0.152 -0.037 -0.229 0.111
N -5.189 -0.069 -6.307 -0.161 0.295 0.017 0.153
N -3.993 5.721 -4.891 0.078 -0.023 0.239 0.120
N 5.969 0.169 1.268 -0.020 0.387 -0.019 0.129
N -9.367 -5.763 -0.876 0.048 0.072 0.286 0.143
N -1.145 3.637 0.330 0.102 -0.693 0.532 0.111
N 4.738 4.495 3.615 0.074 -0.220 0.273 0.127
N -6.012 -5.626 0.544 0.103 -0.150 0.326 0.165
C -5.831 0.879 -6.201 0.207 -0.341 -0.097 -0.263
C -9.203 -4.704 1.496 0.052 0.026 0.067 -0.073
C 8.114 6.652 5.547 -0.017 0.086 -0.010 -0.057
C 1.584 4.129 7.193 0.345 0.105 0.128 -0.264
C 1.378 -0.721 -1.800 -0.134 0.012 0.029 -0.215
C -5.607 -6.259 1.415 -0.111 0.206 -0.299 -0.247
C -10.126 -7.473 -5.974 -0.273 -0.233 0.124 -0.261
C -3.858 -2.410 -4.176 0.517 0.019 0.203 -0.156
C -6.647 2.078 -6.086 -0.015 0.070 -0.011 -0.064
C 8.219 5.263 5.966 0.102 -0.409 -0.010 -0.269
C 8.824 3.700 -2.442 0.004 -0.039 -0.016 -0.073
C 5.244 3.201 5.817 0.006 -0.228 0.173 -0.095
C -3.189 5.794 -2.416 0.050 -0.032 0.116 -0.070
C 2.877 -0.661 4.414 0.320 -0.100 0.152 -0.269
C -4.051 -1.226 -3.249 -0.467 0.049 -0.079 -0.235
C 1.820 1.354 1.262 -0.078 -0.097 -0.021 -0.183
C -3.631 5.758 -3.801 -0.145 -0.030 -0.372 -0.282
C 1.720 0.728 -2.161 -0.079 0.029 0.012 -0.190
C 0.832 -1.571 -2.953 0.092 0.101 -0.052 -0.190
C 12.246 5.176 -1.471 0.006 -0.264 -0.267 -0.273
C 12.406 6.185 -0.433 0.010 0.034 0.042 -0.063
C -5.092 -7.059 2.516 0.022 -0.046 0.036 -0.060
C 12.076 4.664 5.206 -0.188 0.294 -0.242 -0.290
C -1.750 2.458 -1.554 -0.493 -0.515 -0.109 -0.062
C 7.608 4.341 -1.962 -0.318 0.192 0.055 -0.280
C -2.472 -3.106 -4.117 -0.265 -0.034 -0.106 -0.182
C -14.504 -8.876 -2.897 -0.206 0.044 0.301 -0.292
C 4.958 3.909 4.582 -0.148 0.291 -0.344 -0.277
C 3.511 -4.616 4.640 -0.101 0.084 0.320 -0.295
C 2.517 1.189 2.624 0.075 0.151 0.063 -0.183
C 3.002 -0.235 2.944 -0.146 0.085 0.005 -0.193
C -0.413 1.850 -1.114 0.108 0.627 0.093 -0.242
C 0.538 1.695 -2.308 0.057 -0.286 0.140 -0.153
C 0.217 4.061 6.697 -0.051 -0.018 0.012 -0.064
C 5.917 1.307 1.102 0.070 -0.387 -0.006 -0.270
C -13.689 -9.073 -4.088 -0.012 -0.015 0.012 -0.094
C -4.152 -0.867 -0.895 -0.222 0.000 -0.098 -0.113
C -9.122 -6.481 -6.323 0.040 0.008 -0.028 -0.074
C 0.053 2.811 0.054 0.007 -0.445 -0.395 -0.246
C -9.268 -5.306 0.174 -0.187 -0.110 -0.399 -0.282
C 5.870 2.746 0.872 -0.057 0.025 0.213 -0.077
C -1.514 -2.705 -2.994 0.235 -0.069 0.081 -0.198
C -6.685 -5.598 -2.644 0.083 -0.009 -0.130 -0.099
C -0.678 -1.426 -3.228 -0.167 -0.032 -0.009 -0.194
C 3.947 -4.456 3.260 0.022 -0.019 -0.051 -0.067
C -6.334 -5.552 -4.056 0.137 0.066 -0.505 -0.282
C 0.466 2.066 1.331 0.063 0.106 -0.223 -0.148
C -2.249 3.091 -0.289 -0.597 0.412 0.366 -0.499
C 12.156 3.563 6.154 0.033 -0.046 0.054 -0.071
H 0.881 3.436 -0.292 -0.029 0.095 0.037 0.145
H -12.668 -8.745 -3.911 0.017 0.002 -0.027 0.044
H 9.058 6.968 5.105 0.002 -0.003 -0.001 0.077
H -7.425 -6.375 -2.475 -0.042 0.013 0.068 0.057
H -7.353 2.121 -6.913 -0.016 -0.003 0.012 0.083
H -14.097 -8.500 -4.917 0.021 0.001 -0.016 0.079
H 5.227 2.969 0.024 0.005 0.040 0.003 0.071
H 7.319 6.751 4.809 -0.004 0.002 -0.001 0.083
H -9.118 -6.319 -7.399 0.007 0.009 0.000 0.085
H 11.430 6.482 -0.052 0.011 0.003 0.018 0.084
H 1.675 0.363 0.831 0.043 0.010 -0.197 0.091
H -0.323 1.335 1.536 -0.028 0.104 0.281 0.128
H -4.963 -6.435 3.398 0.007 -0.010 0.007 0.085
H -2.639 -4.182 -4.033 -0.015 0.013 -0.051 0.100
H 12.059 2.616 5.626 -0.002 -0.006 0.006 0.085
H 7.888 7.281 6.405 0.000 0.017 -0.011 0.085
H 4.508 2.415 5.994 0.033 0.060 -0.078 0.070
H -1.644 3.208 -2.343 0.155 0.058 0.087 0.123
H -1.073 -0.632 -2.587 0.008 0.073 -0.108 0.076
H -4.168 0.195 -1.161 -0.006 0.020 0.008 0.075
H -5.788 -7.864 2.744 0.008 -0.006 0.008 0.085
H -2.479 1.725 -1.905 0.136 -0.043 -0.051 0.112
H 0.159 3.365 5.864 -0.007 -0.023 -0.033 0.075
H -9.721 -3.746 1.486 -0.003 0.001 0.008 0.084
H -7.196 2.062 -5.147 0.005 0.031 -0.003 0.083
H 6.869 3.116 0.653 0.011 0.009 -0.035 0.066
H 0.504 2.787 2.154 -0.092 0.017 -0.014 0.111
H 4.050 -0.304 2.662 0.013 -0.185 -0.201 0.056
H -9.342 -5.541 -5.821 0.015 0.009 0.000 0.085
H -0.828 -1.103 -4.262 -0.029 0.075 0.053 0.115
H -6.010 2.959 -6.121 -0.004 0.042 0.043 0.079
H 2.353 -1.619 4.474 -0.070 0.055 0.053 0.093
H 9.163 2.958 -1.722 0.027 -0.003 -0.012 0.083
H -8.135 -6.817 -6.012 0.019 0.032 -0.019 0.053
H -0.103 5.047 6.361 0.005 -0.009 -0.002 0.085
H -3.147 -0.623 -3.131 0.073 -0.097 0.040 0.096
H -4.881 -1.018 -0.097 0.077 -0.051 0.008 0.086
H 1.066 -2.615 -2.734 -0.055 -0.022 -0.085 0.100
H -8.163 -4.547 1.772 0.011 0.003 0.003 0.055
H 2.463 1.908 0.578 0.113 -0.004 -0.020 0.098
H 1.385 -1.310 -3.861 0.076 -0.106 0.039 0.108
H 3.377 1.862 2.642 -0.015 0.075 0.152 0.088
H -4.816 -0.572 -3.683 0.035 0.055 0.092 0.100
H -4.131 -7.488 2.239 0.003 -0.006 0.012 0.086
H 5.209 3.903 6.647 -0.022 -0.026 0.030 0.062
H 3.303 -3.741 2.750 0.008 0.007 -0.006 0.074
H 6.238 2.765 5.762 0.001 -0.009 0.017 0.056
H -0.818 -3.541 -2.870 -0.015 0.043 0.077 0.100
H -3.622 4.957 -1.869 -0.019 0.040 0.048 0.070
H -3.155 -1.127 -0.516 0.042 0.046 -0.042 0.079
H -1.971 -2.962 -5.079 0.085 -0.007 0.071 0.106
H 3.899 -5.412 2.742 0.004 0.005 -0.016 0.081
H -0.060 1.367 -3.164 -0.005 0.116 -0.013 0.111
H 2.279 0.073 4.955 -0.171 -0.020 0.015 0.088
H 2.457 -0.945 2.314 0.012 0.026 0.016 0.100
H -1.320 3.785 1.319 0.067 0.309 -0.107 0.135
H 5.499 3.258 1.765 -0.004 -0.046 -0.172 0.033
H 4.289 -1.682 5.534 -0.069 0.066 0.105 0.045
H 11.346 3.647 6.876 -0.016 -0.011 -0.013 0.074
H 1.858 1.544 3.422 -0.081 -0.106 -0.039 0.095
H 2.265 0.717 -3.111 -0.004 0.046 0.023 0.113
H -0.447 3.722 7.490 -0.006 0.001 -0.007 0.084
H 8.635 3.209 -3.395 -0.005 -0.004 0.002 0.087
H -13.677 -10.127 -4.357 0.015 0.002 -0.019 0.081
H 13.112 3.588 6.674 -0.004 -0.011 0.007 0.081
H 12.999 5.782 0.385 -0.012 0.012 0.022 0.085
H -7.104 -4.643 -2.337 -0.008 0.006 0.047 0.075
H 0.644 -0.742 -0.989 0.058 -0.034 0.107 0.095
H -4.625 -3.137 -3.904 -0.120 0.076 -0.160 0.091
H -2.103 5.726 -2.366 0.002 0.014 0.002 0.081
H 0.935 2.687 -2.544 -0.087 0.013 -0.130 0.121
H 4.935 -0.686 4.432 -0.020 0.016 0.042 0.049
H -4.049 -2.072 -5.193 -0.117 -0.088 0.008 0.078
H -2.064 -2.615 -2.054 -0.015 -0.116 0.018 0.100
H -9.682 -5.358 2.222 0.009 0.007 0.012 0.083
H -5.801 -5.800 -2.047 0.012 0.014 0.038 0.053
H 9.608 4.439 -2.576 0.046 -0.022 -0.019 0.046
H -3.503 6.727 -1.951 -0.014 -0.011 0.020 0.087
H 2.281 -1.192 -1.402 0.013 0.016 -0.049 0.110
H 2.422 1.121 -1.428 0.046 0.049 0.117 0.084
H -0.651 0.890 -0.652 0.135 -0.139 -0.066 0.127
H 12.909 7.058 -0.844 0.001 0.007 0.006 0.084
H 4.971 -4.088 3.235 0.000 0.006 -0.012 0.086
```
Forces are in eV/Å.

Energy = -81581.7697 eV
2S+1 = 1

---

HOMO-LUMO gap readings, ordered: 6.570, 9.467 eV
Lowest unoccupied orbital energy readings, ordered: -4.2, 0.2 eV
Largest force on an atom readings, ordered: 10.48, 0.88 eV/A